# 1
A structure of composition C34H29N9Pd, computed with wB97M-V/def2-TZVPD.

The geometry in ORCA input format:
```
! RIJCOSX wB97M-V def2-TZVPD def2/J DEFGRID3
* xyz 2 1
Pd 0.95207 -0.48080 -0.67216
C 2.74202 -4.11600 5.20916
C 2.48046 -3.11085 4.13195
C 2.91994 -1.75994 4.30386
C 2.71307 -0.81714 3.36126
C 2.05758 -1.11442 2.10959
N 2.06099 -0.26098 1.09926
C 2.85628 0.91582 1.22905
C 4.24099 0.80212 1.32559
C 5.04526 1.92562 1.40711
C 4.49351 3.20487 1.39026
C 5.35959 4.43063 1.45463
C 3.11048 3.31265 1.29612
C 2.29339 2.19219 1.22368
N 0.88452 2.38733 1.21947
C 0.17034 3.08758 2.13449
C -1.13248 3.09645 1.70866
C -1.11133 2.36823 0.50713
N 0.10780 1.94649 0.20790
C 1.46612 -2.44217 2.02205
C 1.76363 -3.41354 3.01620
N 0.59164 -2.77824 1.03718
C 0.18454 -4.10913 0.70286
C -0.72058 -4.05598 -0.26320
C -1.01772 -2.62066 -0.53137
N -0.03752 -1.90309 0.27013
H 3.78564 -4.08055 5.52302
H 2.51280 -5.12796 4.88220
H 2.13415 -3.89475 6.08922
H 3.42261 -1.49023 5.22454
H 3.05263 0.19349 3.52815
H 4.68252 -0.18747 1.33962
H 6.11836 1.80578 1.49045
H 6.30415 4.21915 1.95257
H 4.86220 5.23817 1.98961
H 5.58857 4.79331 0.45074
H 2.64215 4.28986 1.28762
H 0.64287 3.50871 3.00603
H -1.97494 3.55566 2.19428
H -1.93376 2.13682 -0.15129
H 1.34724 -4.40564 2.93314
H 0.63560 -4.95356 1.18807
H -1.21556 -4.89363 -0.72730
H -2.01150 -2.41313 -0.09270
N 2.74813 1.48374 -3.93352
C 3.85326 1.51989 -3.13003
C 3.46632 0.99258 -1.93578
N 2.14426 0.63892 -2.00020
C 1.73740 0.94004 -3.21737
C 0.40206 0.73686 -3.73309
N -0.49112 -0.15310 -3.29329
C -1.66159 0.01294 -4.02536
C -1.44828 0.99501 -4.92502
N -0.15665 1.43149 -4.73236
H 2.73634 1.73016 -4.91010
H 4.79924 1.90262 -3.46913
H 4.04994 0.85985 -1.04427
H -2.53853 -0.57618 -3.83632
H -2.09594 1.42349 -5.66849
H 0.26044 2.22167 -5.19830
C -0.29158 -0.98881 -2.13095
C -1.06463 -2.06650 -1.93371
C -2.00739 -2.72284 -2.87036
C -3.36018 -2.86037 -2.55908
C -4.22502 -3.47044 -3.45667
C -3.74554 -3.95806 -4.66461
C -2.39652 -3.84139 -4.97214
C -1.53043 -3.22945 -4.07909
H -3.75146 -2.47025 -1.62642
H -5.27438 -3.56463 -3.21157
H -4.42058 -4.43672 -5.36091
H -2.01719 -4.23672 -5.90495
H -0.47428 -3.15279 -4.30985
*
```

Calculated values
- HOMO energy (spin up / spin down) (eV) = -12.80 / -12.77
- LUMO (spin up / spin down) (eV) = -6.3 / -6.6
- DFT total energy (eV) = -52604.69116
- relative energy (zero: lowest compared OMol25 entry of this formula, charge and spin) (kcal per mole) = 0.0

---

# 2
A cluster of 8 separate species, C29H72Cl2O14 in total in a non-equilibrium geometry, computed with wB97M-V/def2-TZVPD.

The geometry in ORCA input format:
```
! RIJCOSX wB97M-V def2-TZVPD def2/J DEFGRID3
* xyz 0 1
C -12.34119 -22.53269 17.24779
O -12.43818 -21.74370 16.05818
C -12.85830 -20.39170 16.18375
C -12.29389 -19.62764 15.11627
O -12.95828 -19.95776 13.93395
C -12.52868 -19.11376 12.87939
H -13.23494 -22.66053 17.85289
H -11.45964 -22.06453 17.79764
H -12.09934 -23.49132 16.82996
H -12.38589 -20.02301 17.09268
H -13.96506 -20.29708 16.29346
H -11.23642 -19.84158 15.03490
H -12.38187 -18.53449 15.33023
H -11.51477 -19.38916 12.60319
H -12.54118 -18.02944 13.08979
H -13.22630 -19.29429 12.00276
C -17.45892 -17.79699 16.91951
O -17.52845 -18.50351 15.69701
C -16.29432 -19.05199 15.32664
C -16.34252 -19.56914 13.88649
O -16.47862 -18.33838 13.18739
C -16.71630 -18.44460 11.80595
H -16.77155 -16.94081 16.81179
H -17.20313 -18.39970 17.74590
H -18.44980 -17.33698 17.10583
H -16.14364 -20.01064 16.01315
H -15.56518 -18.21289 15.39953
H -17.25222 -20.13343 13.74007
H -15.45633 -20.03722 13.48212
H -16.41306 -17.48498 11.26208
H -17.71997 -18.71920 11.53037
H -15.96720 -19.09134 11.29450
C -14.06800 -10.45744 13.10387
O -14.66584 -11.54099 12.40448
C -15.64182 -11.19793 11.46781
C -16.26855 -12.55801 11.25401
O -16.84377 -13.03145 12.45979
C -17.53774 -14.26238 12.32659
H -13.43539 -10.89587 13.83933
H -14.81607 -9.88127 13.63684
H -13.44362 -9.74644 12.48972
H -15.21509 -10.83254 10.55395
H -16.38642 -10.47222 11.88869
H -15.42591 -13.20604 11.02473
H -16.98129 -12.54131 10.39914
H -18.60587 -14.01626 11.91943
H -17.60956 -14.81667 13.27637
H -16.95179 -14.86559 11.56217
C -11.70350 -14.13122 6.69167
O -12.77801 -13.41804 7.10351
C -12.34287 -12.07045 7.49733
C -13.28443 -11.56953 8.55271
O -12.93529 -11.99564 9.89002
C -11.85796 -11.21949 10.43460
H -10.97695 -13.45582 6.22238
H -12.00721 -14.91617 5.93683
H -11.23005 -14.64924 7.56916
H -12.21871 -11.47544 6.58948
H -11.35073 -12.24640 7.92528
H -14.29866 -12.01461 8.47192
H -13.38135 -10.46203 8.45387
H -11.51639 -11.75087 11.27591
H -12.17020 -10.12833 10.74637
H -11.11417 -11.08266 9.64965
C -14.61247 -15.82442 12.08438
O -15.01664 -15.53575 10.70568
C -14.36386 -16.18157 9.67101
C -12.97695 -15.69522 9.49821
O -12.17689 -16.19528 10.55419
C -11.27553 -15.25653 11.10349
H -13.83086 -15.15093 12.46055
H -14.24497 -16.82645 12.08329
H -15.46325 -15.71807 12.72199
H -14.94715 -16.03245 8.82042
H -14.36378 -17.27817 9.74765
H -13.05862 -14.57503 9.57692
H -12.61505 -15.98033 8.53507
H -11.68619 -14.14990 11.03501
H -10.33958 -15.17362 10.42272
H -10.94643 -15.65133 12.09118
C -15.95904 -13.57456 18.82817
O -16.23086 -14.53504 19.78648
C -15.00945 -15.08792 20.30154
C -14.28611 -16.03937 19.37948
O -15.03967 -17.21791 19.11690
C -14.30796 -18.22290 18.45283
H -15.06361 -12.98746 19.05571
H -16.82256 -12.91016 18.76757
H -15.82137 -13.93328 17.82087
H -15.15270 -15.54079 21.29791
H -14.42816 -14.21178 20.45995
H -13.33464 -16.24594 19.91558
H -13.99371 -15.64665 18.38127
H -13.57726 -18.67946 19.16120
H -13.91240 -17.86945 17.46469
H -15.05957 -19.02950 18.27227
C -13.85205 -11.03868 18.01833
O -14.90908 -11.33734 17.23843
C -15.32690 -10.31945 16.42889
C -16.58774 -10.83824 15.72842
O -17.54554 -11.01769 16.79591
C -18.67078 -11.77198 16.28537
H -13.50772 -11.94885 18.51786
H -14.12910 -10.26172 18.76525
H -12.95973 -10.71176 17.38409
H -14.53089 -10.09068 15.65689
H -15.49875 -9.51212 17.08350
H -16.43097 -11.86444 15.22316
H -16.97046 -10.20617 14.96181
H -18.59258 -12.74275 16.80080
H -18.64332 -11.94210 15.21121
H -19.55356 -11.26300 16.60878
C -14.01635 -13.54765 15.09365
Cl -12.22724 -13.54029 15.24767
Cl -14.71980 -15.13460 15.52497
H -14.31462 -12.75003 15.72385
H -14.28052 -13.49424 14.06851
*
```

Calculated values
- SMILES = COCCOC.COCCOC.COCCOC.COCCOC.COCCOC.COCCOC.COCCOC.ClCCl
- HOMO energy (eV) = -9.23
- LUMO (eV) = 0.5
- DFT total energy (eV) = -84939.01899
- relative energy (zero: lowest compared OMol25 entry of this formula, charge and spin) (kcal per mole) = 19.1